# C31H84O29S11

A cluster of 11 separate species, C31H84O29S11 in total at a distorted geometry (wB97M-V/def2-TZVPD, the OMol25 dataset).

Each line ends with the Mulliken charge.
Cartesian coordinates (Å):
O1 4.000 2.767 -2.333  -0.73
S1 3.801 1.900 -3.516  1.07
O2 2.474 1.334 -3.801  -0.24
O3 4.265 2.794 -4.868  -0.38
C1 4.425 2.086 -6.142  0.21
C2 3.402 2.671 -7.102  -1.25
C3 5.099 0.667 -3.647  -0.99
H1 4.134 1.037 -6.083  -0.08
H2 5.397 2.168 -6.628  0.40
H3 3.630 2.433 -8.141  0.43
H4 3.227 3.746 -7.072  0.29
H5 2.449 2.183 -6.901  0.23
H6 4.861 0.070 -2.767  0.18
H7 6.038 1.219 -3.605  0.46
H8 4.942 0.125 -4.579  0.39
O4 -2.056 -3.018 -0.119  -0.54
S2 -3.371 -3.319 -0.668  1.23
O5 -3.475 -3.695 -2.046  -0.64
O6 -4.178 -4.533 0.300  -0.25
C4 -5.366 -5.105 -0.172  -0.17
C5 -6.024 -6.213 0.736  -1.30
C6 -4.461 -1.866 -0.411  -0.72
H9 -5.345 -5.607 -1.139  0.22
H10 -5.912 -4.165 -0.251  0.34
H11 -7.062 -6.224 0.404  0.38
H12 -6.112 -6.098 1.816  0.31
H13 -5.573 -7.186 0.542  0.35
H14 -3.944 -0.997 -0.816  0.11
H15 -4.557 -1.638 0.651  0.20
H16 -5.357 -1.950 -1.026  0.45
O7 4.989 6.917 1.274  -0.64
S3 4.236 5.701 1.650  1.04
O8 2.799 5.552 1.580  -0.49
O9 4.961 4.463 0.950  -0.45
C7 4.226 3.261 0.722  1.07
C8 5.200 2.199 0.387  -1.46
C9 4.738 5.177 3.376  -0.74
H17 3.662 3.514 -0.176  -0.25
H18 3.653 3.012 1.615  0.25
H19 5.634 2.479 -0.573  0.40
H20 4.782 1.225 0.132  0.10
H21 6.067 2.053 1.033  0.35
H22 5.825 5.251 3.346  0.34
H23 4.305 4.178 3.417  0.13
H24 4.212 5.892 4.008  0.38
O10 -6.848 -0.515 4.224  -0.60
S4 -6.930 -1.706 3.396  1.05
O11 -6.936 -1.763 1.909  -0.53
O12 -5.923 -2.824 4.036  -0.19
C10 -4.843 -2.414 4.895  -0.10
C11 -3.801 -3.600 4.933  -1.22
C12 -8.485 -2.475 4.002  -0.97
H25 -5.084 -2.118 5.916  0.32
H26 -4.273 -1.681 4.324  0.23
H27 -4.231 -4.408 5.525  0.37
H28 -2.915 -3.094 5.316  0.39
H29 -3.475 -3.886 3.933  0.25
H30 -9.376 -1.850 3.962  0.35
H31 -8.199 -2.685 5.033  0.32
H32 -8.752 -3.438 3.566  0.33
O13 2.945 -1.326 -4.866  -0.52
S5 2.373 -2.445 -4.095  0.94
O14 2.719 -2.734 -2.705  -0.42
O15 0.729 -2.389 -4.299  -0.23
C13 0.016 -3.290 -3.385  0.44
C14 -1.219 -3.869 -4.118  -1.37
C15 2.847 -3.948 -4.969  -1.12
H33 -0.334 -2.614 -2.605  -0.41
H34 0.705 -4.044 -3.003  0.66
H35 -1.975 -3.124 -4.365  0.21
H36 -1.855 -4.617 -3.645  0.38
H37 -0.919 -4.288 -5.078  0.34
H38 2.022 -4.652 -4.861  0.38
H39 3.706 -4.478 -4.558  0.35
H40 2.892 -3.706 -6.031  0.36
O16 -2.241 0.727 -2.254  -0.68
S6 -2.789 0.263 -3.499  1.38
O17 -3.733 -0.798 -3.476  -0.70
O18 -3.449 1.596 -4.283  -0.33
C16 -4.703 2.071 -3.680  -0.37
C17 -5.321 3.269 -4.543  -1.16
C18 -1.283 -0.003 -4.718  -0.46
H41 -4.483 2.355 -2.651  0.31
H42 -5.389 1.239 -3.522  0.39
H43 -6.164 3.690 -3.995  0.40
H44 -5.753 2.937 -5.487  0.32
H45 -4.575 4.055 -4.662  0.27
H46 -1.340 -0.773 -5.487  0.41
H47 -0.433 -0.305 -4.107  -0.21
H48 -1.218 1.004 -5.130  0.36
O19 0.878 6.815 -1.545  -0.62
S7 -0.163 5.794 -1.375  1.18
O20 -1.400 6.055 -0.594  -0.65
O21 -0.711 5.345 -2.829  -0.27
C19 0.121 5.469 -3.942  -0.56
C20 0.308 4.065 -4.457  -0.20
C21 0.610 4.169 -0.915  0.10
H49 1.052 5.948 -3.638  0.43
H50 -0.403 6.002 -4.735  0.33
H51 0.736 3.377 -3.727  -0.09
H52 1.021 4.084 -5.282  0.17
H53 -0.635 3.621 -4.777  0.19
H54 1.219 4.389 -0.038  0.06
H55 1.312 3.894 -1.703  -0.41
H56 -0.076 3.352 -0.692  0.30
O22 -0.217 3.666 6.034  -0.63
S8 0.544 2.935 5.030  1.15
O23 2.018 3.065 4.902  -0.53
O24 0.298 1.303 5.053  -0.32
C22 -0.564 0.778 6.035  -0.56
C23 -2.090 0.611 5.488  -0.78
C24 -0.138 3.324 3.445  -0.47
H57 -0.661 1.504 6.843  0.49
H58 -0.162 -0.156 6.428  0.38
H59 -2.283 1.595 5.061  0.24
H60 -2.861 0.480 6.247  0.44
H61 -2.224 -0.124 4.695  0.02
H62 -1.208 3.118 3.429  0.33
H63 0.390 2.587 2.840  -0.21
H64 0.147 4.348 3.202  0.49
O25 1.518 1.187 1.081  -0.18
S9 1.676 0.082 0.135  0.62
O26 2.928 -0.412 -0.433  -0.65
O27 0.845 -1.246 0.710  0.24
C25 -0.277 -1.004 1.577  0.73
C26 -0.519 -2.219 2.438  -1.24
C27 0.604 0.333 -1.198  0.22
H65 -1.081 -0.665 0.924  0.15
H66 -0.088 -0.175 2.258  0.03
H67 -1.329 -2.225 3.168  0.11
H68 0.379 -2.310 3.048  0.03
H69 -0.514 -3.122 1.827  0.33
H70 0.932 1.071 -1.931  0.22
H71 -0.338 0.597 -0.718  0.37
H72 0.472 -0.676 -1.588  -0.78
C28 2.959 -0.728 3.646  0.02
S10 4.294 -0.832 4.885  0.39
O28 5.233 0.225 4.279  -0.61
C29 3.303 -0.077 6.269  -0.73
H73 3.219 -1.163 2.681  -0.20
H74 2.540 0.261 3.462  -0.01
H75 2.203 -1.349 4.127  0.21
H76 4.000 0.260 7.036  0.48
H77 2.689 -0.839 6.749  0.34
H78 2.822 0.880 6.069  0.00
C30 3.221 -3.866 0.886  -0.02
S11 3.920 -5.357 1.564  0.62
O29 5.452 -5.296 1.616  -0.25
C31 3.660 -5.071 3.375  -0.63
H79 3.628 -2.969 1.353  0.05
H80 2.147 -3.809 1.062  0.11
H81 3.473 -3.855 -0.175  0.22
H82 4.080 -4.076 3.522  0.16
H83 4.161 -5.791 4.022  0.37
H84 2.586 -4.986 3.541  0.35

Computed properties:
Energy relative to the best compared isomer or geometry (same formula, charge and spin) in kJ/mol: 115.4
Net charge: +1
Lowest unoccupied orbital energy (spin up / spin down) in eV: -3.82 / -8.08
Multiplicity: 2



# C31H85Cl6N13O12P3

A cluster of 11 separate species, C31H85Cl6N13O12P3 in total at a distorted geometry (wB97M-V/def2-TZVPD, the OMol25 dataset).

Each line ends with the Mulliken charge.
Cartesian coordinates (Å):
C1 -15.513 4.254 -13.714  -0.61
C2 -16.480 5.306 -13.041  1.38
C3 -15.808 6.298 -12.131  -0.02
O1 -17.589 5.588 -13.822  -0.74
H1 -14.946 4.721 -14.520  0.06
H2 -16.076 3.424 -14.141  -0.02
H3 -14.954 3.748 -12.927  0.00
H4 -17.012 4.646 -12.356  -0.49
H5 -15.243 6.965 -12.782  -0.24
H6 -15.080 5.878 -11.437  0.01
H7 -16.558 6.884 -11.599  -0.18
O2 -10.519 8.715 -9.551  -0.91
P1 -10.190 8.199 -10.875  0.24
N1 -8.920 9.139 -11.582  0.19
C4 -8.660 9.196 -13.053  -0.87
C5 -7.783 9.624 -10.733  -0.89
N2 -11.477 8.334 -12.026  0.52
C6 -11.851 7.379 -13.107  -0.56
C7 -12.317 9.558 -11.908  -1.14
N3 -9.647 6.587 -10.924  0.46
C8 -10.370 5.615 -10.157  -1.08
C9 -8.258 6.265 -11.064  -1.17
H8 -9.493 9.674 -13.568  0.24
H9 -8.642 8.196 -13.487  0.30
H10 -7.744 9.716 -13.334  0.33
H11 -8.185 10.333 -10.009  0.24
H12 -7.055 10.152 -11.347  0.37
H13 -7.253 8.816 -10.228  0.26
H14 -11.469 7.697 -14.077  0.23
H15 -11.322 6.477 -12.800  0.35
H16 -12.930 7.431 -13.249  -0.12
H17 -11.888 10.360 -11.307  0.34
H18 -12.485 10.040 -12.871  0.43
H19 -13.242 9.305 -11.390  0.29
H20 -10.578 4.657 -10.633  0.54
H21 -10.074 5.707 -9.112  0.40
H22 -11.385 6.010 -10.113  0.05
H23 -8.062 5.223 -10.808  0.39
H24 -7.468 6.743 -10.483  0.29
H25 -7.805 6.404 -12.046  0.33
O3 -13.058 -0.193 -10.972  -0.87
P2 -12.982 -0.786 -12.355  0.32
N4 -12.786 -2.515 -12.409  0.32
C10 -12.659 -3.346 -13.640  -1.12
C11 -13.025 -3.263 -11.160  -1.01
N5 -11.689 -0.140 -13.263  0.38
C12 -10.405 -0.800 -13.237  -1.01
C13 -11.613 1.349 -13.554  -1.13
N6 -14.365 -0.492 -13.470  0.21
C14 -15.552 0.250 -13.099  -1.55
C15 -14.208 -0.704 -14.944  -0.93
H26 -11.887 -4.105 -13.519  0.31
H27 -12.619 -2.701 -14.518  0.33
H28 -13.640 -3.811 -13.742  0.42
H29 -12.675 -2.682 -10.306  0.25
H30 -12.589 -4.261 -11.133  0.31
H31 -14.110 -3.346 -11.103  0.33
H32 -10.478 -1.804 -13.654  0.27
H33 -9.872 -0.237 -14.004  0.42
H34 -9.878 -0.795 -12.283  0.23
H35 -11.438 1.692 -12.534  0.53
H36 -10.918 1.677 -14.327  0.38
H37 -12.600 1.733 -13.814  0.10
H38 -15.435 1.322 -12.940  0.59
H39 -16.452 0.104 -13.696  0.54
H40 -15.815 0.057 -12.058  0.43
H41 -14.761 0.081 -15.459  0.26
H42 -14.761 -1.584 -15.274  0.25
H43 -13.193 -0.842 -15.318  0.38
O4 -14.247 4.008 -5.635  -0.93
P3 -15.168 3.593 -6.706  0.15
N7 -15.608 2.033 -6.846  0.50
C16 -16.587 1.521 -5.833  -1.13
C17 -14.600 0.940 -7.141  -1.10
N8 -14.678 4.116 -8.291  0.60
C18 -15.272 3.522 -9.458  -1.03
C19 -13.602 5.105 -8.334  -0.99
N9 -16.650 4.415 -6.484  0.33
C20 -16.682 5.631 -5.757  -1.10
C21 -17.775 4.310 -7.361  -0.65
H44 -16.137 1.232 -4.883  0.32
H45 -17.045 0.616 -6.233  0.37
H46 -17.409 2.199 -5.607  0.36
H47 -14.108 0.717 -6.194  0.34
H48 -13.855 1.283 -7.859  0.32
H49 -15.172 0.090 -7.514  0.34
H50 -15.703 4.309 -10.077  0.03
H51 -14.409 3.170 -10.023  0.77
H52 -16.038 2.751 -9.367  0.14
H53 -13.923 6.077 -7.959  0.27
H54 -12.777 4.730 -7.728  0.40
H55 -13.291 5.260 -9.367  0.20
H56 -15.666 5.838 -5.420  0.34
H57 -16.879 6.499 -6.386  0.27
H58 -17.413 5.625 -4.949  0.33
H59 -17.868 3.374 -7.913  0.05
H60 -17.726 5.098 -8.113  -0.03
H61 -18.635 4.447 -6.705  0.47
C22 -13.374 3.455 -17.070  -0.71
N10 -13.824 4.608 -17.778  0.91
O5 -13.723 5.657 -17.231  -0.82
O6 -14.358 4.371 -18.862  -0.85
H62 -14.275 2.951 -16.721  -0.01
H63 -12.685 3.683 -16.257  0.19
H64 -12.909 2.852 -17.850  0.36
C23 -20.210 6.684 -15.422  -0.37
N11 -19.739 6.791 -16.824  1.01
O7 -18.802 7.519 -17.017  -0.52
O8 -20.354 6.093 -17.672  -0.60
H65 -19.476 7.124 -14.747  0.04
H66 -19.996 5.633 -15.230  0.12
H67 -21.253 6.957 -15.258  0.27
C24 -16.948 10.173 -11.623  -0.53
N12 -16.355 11.510 -11.734  1.04
O9 -17.030 12.376 -12.265  -0.61
O10 -15.260 11.809 -11.247  -0.59
H68 -17.624 10.118 -12.476  0.26
H69 -17.634 10.244 -10.779  0.44
H70 -16.140 9.475 -11.401  -0.02
C25 -15.952 7.798 -15.762  -0.06
N13 -15.441 9.172 -15.598  0.91
O11 -15.465 9.698 -14.472  -0.54
O12 -14.928 9.789 -16.572  -0.60
H71 -15.322 7.036 -15.304  0.00
H72 -15.908 7.704 -16.847  0.24
H73 -16.992 7.789 -15.435  0.01
Cl1 -20.224 8.664 -11.936  -0.22
C26 -19.768 7.026 -11.294  0.43
C27 -19.907 6.979 -9.777  -0.64
Cl2 -18.488 7.587 -8.954  -0.18
H74 -18.754 6.751 -11.586  -0.60
H75 -20.433 6.257 -11.686  0.38
H76 -20.163 5.978 -9.429  0.31
H77 -20.776 7.572 -9.493  0.47
Cl3 -19.329 1.212 -17.133  -0.27
C28 -18.178 2.473 -16.703  0.85
C29 -17.743 3.124 -18.010  -0.30
Cl4 -16.613 2.101 -18.925  -0.21
H78 -17.357 1.888 -16.289  -0.33
H79 -18.658 3.140 -15.987  -0.26
H80 -17.121 3.968 -17.713  0.05
H81 -18.468 3.410 -18.774  0.42
Cl5 -20.988 1.359 -12.279  -0.24
C30 -19.410 2.275 -12.562  0.43
C31 -18.314 1.699 -11.747  0.20
Cl6 -18.751 1.983 -10.058  -0.22
H82 -19.513 3.263 -12.114  -0.03
H83 -19.095 2.337 -13.604  0.05
H84 -17.419 2.280 -11.970  -0.56
H85 -18.259 0.611 -11.792  0.42

Computed properties:
Net charge: -2
Lowest unoccupied orbital energy (spin up / spin down) in eV: 3.30 / 3.29
Multiplicity: 2